Formula: C34H54Cl5RuSb
Source: the OMol25 dataset
Level of theory: ωB97M-V with the def2-TZVPD basis set

Geometry as XYZ:
```
95
Properties=species:S:1:pos:R:3:forces:R:3
Ru 0.066636 -0.080176 2.343893 0.28 0.26 -0.09
C -2.170267 -0.992148 4.963415 -0.03 -0.01 -0.05
C -1.416841 -1.558281 3.787511 -0.03 -0.05 -0.06
C -0.175010 -2.207848 3.933768 0.02 -0.14 0.03
C 0.524048 -2.236141 5.270064 0.09 -0.03 -0.11
C 0.400347 -2.909081 2.836254 0.00 -0.07 0.04
C 1.610374 -3.781400 3.063166 -0.03 0.09 0.02
C -0.184062 -2.834152 1.566648 0.04 0.07 0.08
C 0.432864 -3.532138 0.382751 0.01 0.04 0.04
C -1.373646 -2.084910 1.388425 -0.16 0.10 0.01
C -2.059744 -2.041415 0.042449 0.12 -0.04 0.04
C -1.998676 -1.466591 2.497866 -0.01 -0.09 -0.08
C -3.315614 -0.753861 2.329149 0.07 0.07 0.03
H -2.135507 0.098990 4.974494 -0.01 -0.01 0.01
H -1.785984 -1.352815 5.910475 -0.01 0.00 0.00
H -3.217533 -1.287105 4.901790 0.00 0.00 0.00
H 0.413634 -3.212803 5.746029 0.00 -0.01 0.00
H 0.143384 -1.484905 5.950952 0.02 0.03 -0.02
H 1.590149 -2.049377 5.139531 0.02 -0.04 0.04
H 2.533686 -3.270219 2.782239 -0.02 -0.05 0.07
H 1.544375 -4.692280 2.472771 0.00 -0.01 -0.02
H 1.705507 -4.075105 4.103661 -0.02 0.00 0.02
H -0.076193 -4.480675 0.190982 0.00 0.01 -0.03
H 1.484772 -3.746810 0.540349 0.01 0.00 0.01
H 0.353195 -2.924818 -0.519174 0.00 -0.01 0.04
H -1.822659 -1.122104 -0.505885 -0.01 -0.06 0.05
H -3.139008 -2.100634 0.157593 -0.02 -0.01 -0.01
H -1.751055 -2.876417 -0.581554 -0.03 0.02 0.02
H -4.145407 -1.437311 2.529661 0.01 0.00 0.01
H -3.435641 -0.367752 1.322014 -0.02 0.03 0.00
H -3.399515 0.083892 3.019071 -0.01 0.00 -0.01
Cl 0.518157 1.354811 5.711376 0.00 0.05 0.01
C -0.345926 2.311843 4.546363 0.00 -0.17 -0.14
C -0.574737 1.751259 3.301741 0.02 -0.03 0.06
C -1.201497 2.542667 2.365762 -0.14 0.05 0.02
Cl -1.384084 1.796743 0.784215 -0.04 0.04 -0.09
C -1.639880 3.835123 2.606388 0.02 -0.03 0.00
Cl -2.409451 4.752636 1.381708 -0.01 -0.01 -0.03
C -1.426018 4.358125 3.882752 -0.06 0.09 -0.01
Cl -1.959925 5.941688 4.251244 -0.01 0.02 -0.02
C -0.773263 3.598343 4.857871 0.10 -0.03 0.12
Cl -0.483516 4.254431 6.413969 -0.02 0.02 0.02
C -0.655267 -2.044668 -3.935045 -0.01 -0.05 -0.04
C 0.428439 -0.968620 -3.965823 -0.16 0.16 -0.01
C 1.683153 -1.526402 -3.303019 0.07 -0.01 -0.02
C 0.729182 -0.623625 -5.422900 0.02 -0.08 0.03
Sb -0.288559 0.642375 -2.624695 0.07 0.02 0.06
C 1.171220 2.286774 -2.882188 -0.11 -0.15 -0.04
C 1.881458 2.312018 -4.229853 0.00 0.12 0.06
C 2.201189 2.067440 -1.771327 0.03 0.05 -0.03
C 0.481394 3.626443 -2.640456 0.10 0.03 -0.04
C -2.205341 1.313827 -3.501991 0.15 -0.11 0.07
C -2.189524 1.474066 -5.017101 -0.07 -0.01 0.05
C -2.625927 2.626762 -2.839420 -0.03 -0.02 -0.06
C -3.221487 0.238756 -3.092643 -0.01 0.14 -0.02
H -0.272126 -2.964888 -4.391752 -0.01 0.02 0.01
H -1.535304 -1.742183 -4.503012 0.01 -0.05 -0.02
H -0.971363 -2.284390 -2.915491 -0.01 -0.02 0.00
H 2.048509 -2.387838 -3.874499 0.01 0.02 0.02
H 1.477115 -1.868889 -2.285602 0.03 0.01 0.04
H 2.490211 -0.792258 -3.263514 0.03 0.01 0.01
H 0.942483 -1.556729 -5.958791 0.01 0.03 -0.02
H 1.599833 0.015704 -5.533002 0.02 0.01 0.00
H -0.107091 -0.144602 -5.926775 -0.03 0.01 0.00
H 2.506995 1.433060 -4.375648 0.03 -0.02 0.00
H 2.540161 3.188455 -4.263949 0.00 -0.02 -0.03
H 1.187044 2.387750 -5.067798 0.00 -0.01 0.00
H 2.677343 1.083774 -1.828710 -0.01 0.01 0.01
H 1.744715 2.173261 -0.783923 0.00 -0.02 0.01
H 2.990658 2.823958 -1.853417 0.00 -0.02 0.01
H -0.143596 3.919159 -3.484363 0.06 -0.01 0.02
H 1.245967 4.402735 -2.517910 -0.02 0.00 0.00
H -0.133699 3.621554 -1.737273 0.00 0.03 0.01
H -1.417869 2.169894 -5.352368 0.00 0.00 0.00
H -3.158476 1.865581 -5.348427 0.02 0.00 -0.03
H -2.036683 0.520391 -5.522152 -0.01 0.00 -0.02
H -2.057498 3.480602 -3.203153 -0.09 -0.07 0.02
H -2.529196 2.589292 -1.751303 -0.02 0.02 0.01
H -3.681700 2.812821 -3.066300 0.00 0.00 0.00
H -2.967774 -0.752326 -3.464533 -0.04 0.00 0.00
H -4.206536 0.503537 -3.492941 0.00 -0.01 0.00
H -3.319280 0.178787 -2.004703 0.01 0.01 0.00
C 3.608985 -1.491558 0.645065 0.01 0.01 0.01
C 3.464535 -0.172379 1.391077 0.02 -0.13 0.14
C 4.048074 -0.255004 2.803503 -0.04 0.02 -0.05
C 2.051102 0.318331 1.433056 -0.15 -0.13 -0.04
H 4.661111 -1.747220 0.518342 -0.01 -0.01 0.00
H 3.151063 -1.439950 -0.342726 -0.03 -0.02 -0.08
H 3.134503 -2.301021 1.201328 0.00 0.04 -0.07
H 4.036033 0.585961 0.836575 -0.01 0.03 0.01
H 3.497668 -0.993872 3.392878 0.01 -0.01 0.02
H 3.981955 0.704367 3.319123 0.01 -0.01 0.01
H 5.095139 -0.555760 2.775205 0.01 0.00 0.00
H 1.960139 1.311688 1.895012 -0.04 0.04 -0.06
H 1.486450 0.213780 0.485588 0.03 0.06 0.01
```
Positions in Å, forces in eV/Å.

**Calculated total energy**: -107856.421 eV
**ΔE to the lowest compared entry with this formula, charge and spin**: 74.4 kJ/mol
**HOMO-LUMO gap (spin up / spin down)**: 0.296 / 0.193 Eh
**Lowest unoccupied orbital energy (spin up / spin down)**: -2.11 / -4.94 eV
**Total charge**: +1
**Spin multiplicity**: 6
**HOMO energy (spin up / spin down)**: -10.18 / -10.18 eV

These are the Löwdin partial charges, in e, on atoms 1 to 8: 1.3027 -0.0237 -0.2434 -0.2141 -0.0428 -0.1919 -0.0181 -0.1972